52
Properties=species:S:1:pos:R:3:forces:R:3:nbo_charge:R:1 method="wB97M-V/def2-TZVPD" smiles="O=C(CSCC(=O)N1CCN(c2ccccc2)CC1)Nc1nc(-c2ccc(Cl)s2)cs1" homo_lumo_gap_ha=0.2854 homo_ev=-7.6 multiplicity=1 molar_mass_g_mol=493.1 e_above_lowest_kj_mol=0.00 charge=0
O 2.9003 -5.0452 -1.1116 0.1 0.0 -0.1 -0.574
C 2.1347 -4.3744 -0.4588 -0.2 -0.2 0.1 0.687
C 0.6459 -4.4558 -0.6299 -0.3 0.0 -0.5 -0.626
S -0.0436 -3.0545 -1.5883 0.1 -0.1 -0.2 0.212
C 1.3844 -2.4201 -2.5486 -0.3 -0.2 0.3 -0.631
C 2.0267 -1.2417 -1.8410 0.1 -0.3 -0.3 0.677
O 3.0986 -1.3658 -1.2697 0.3 0.0 0.1 -0.654
N 1.3803 -0.0582 -1.9096 0.1 0.4 -0.1 -0.439
C -0.0110 0.1389 -2.2458 -0.5 -0.1 0.2 -0.230
C -0.8167 0.3282 -0.9453 -0.1 -0.1 -0.3 -0.228
N -0.3078 1.4451 -0.1855 0.1 -0.1 0.1 -0.473
C -0.9241 2.6865 -0.2603 -0.1 0.2 0.1 0.265
C -2.3168 2.7670 -0.1443 0.0 0.0 -0.1 -0.278
C -2.9614 3.9861 -0.1655 0.0 0.0 -0.1 -0.190
C -2.2412 5.1634 -0.2896 0.0 0.2 0.0 -0.260
C -0.8633 5.0990 -0.3904 -0.1 0.1 0.0 -0.175
C -0.2093 3.8809 -0.3805 0.1 -0.1 0.0 -0.312
C 1.1040 1.3110 0.0794 0.3 0.0 -0.2 -0.228
C 1.9222 1.0854 -1.1997 0.2 0.1 0.4 -0.242
N 2.6308 -3.5164 0.4930 0.7 -0.3 0.1 -0.618
C 1.9847 -2.6236 1.2908 0.4 0.8 0.9 0.290
N 0.7229 -2.3984 1.3404 -0.3 -0.4 -0.3 -0.513
C 0.4035 -1.4270 2.2469 1.2 0.3 0.6 0.100
C -0.9631 -0.9899 2.3400 -0.8 0.2 0.0 -0.223
C -1.4610 0.1568 2.8970 0.3 -0.5 -0.2 -0.209
C -2.8486 0.3009 2.7226 -0.4 -0.2 -0.2 -0.276
C -3.3907 -0.7411 2.0314 0.5 -0.1 0.1 -0.266
Cl -5.0331 -0.9353 1.6044 -0.2 0.0 -0.1 0.052
S -2.2130 -1.9287 1.5814 -0.1 0.5 0.3 0.484
C 1.4742 -0.9187 2.9323 -0.3 -0.3 -0.2 -0.447
S 2.9416 -1.6540 2.4141 -0.6 -0.2 -0.4 0.388
H 0.1275 -4.4168 0.3265 0.0 0.0 0.0 0.266
H 0.4095 -5.3709 -1.1742 0.2 0.1 0.2 0.248
H 2.1146 -3.2202 -2.6528 0.1 0.1 -0.1 0.268
H 1.0053 -2.1467 -3.5321 0.0 0.0 0.0 0.242
H -0.4135 -0.7068 -2.7980 0.0 0.1 -0.1 0.214
H -0.0899 1.0416 -2.8625 -0.1 -0.1 0.0 0.203
H -1.8645 0.4821 -1.1928 0.0 0.0 0.1 0.217
H -0.7213 -0.5876 -0.3543 -0.1 0.1 -0.1 0.218
H -2.8949 1.8649 -0.0119 0.0 -0.1 0.0 0.212
H -4.0373 4.0185 -0.0726 -0.1 0.0 0.0 0.212
H -2.7474 6.1163 -0.3038 0.0 0.1 0.0 0.212
H -0.2858 6.0070 -0.4893 0.0 0.1 0.0 0.210
H 0.8655 3.8697 -0.4805 0.1 0.0 0.0 0.207
H 1.4672 2.1787 0.6282 0.0 0.0 0.0 0.215
H 1.2322 0.4293 0.7161 0.1 0.1 0.0 0.210
H 2.9648 0.8762 -0.9574 -0.1 0.1 0.0 0.247
H 1.8623 1.9583 -1.8570 0.0 0.0 0.0 0.194
H 3.6438 -3.4565 0.4937 -0.2 -0.1 -0.2 0.432
H -0.8512 0.8857 3.3974 0.2 0.2 0.1 0.226
H -3.4178 1.1387 3.0798 -0.2 0.1 0.0 0.237
H 1.4806 -0.1622 3.6883 0.0 0.2 0.2 0.245


52
Properties=species:S:1:pos:R:3:forces:R:3:nbo_charge:R:1 method="wB97M-V/def2-TZVPD" homo_lumo_gap_ha=0.1994 homo_ev=-3.0 multiplicity=1 molar_mass_g_mol=531.3 charge=-1
C -2.7004 -1.3518 0.4666 -0.4 -0.6 -0.7 -0.694
C -1.9527 -0.2503 1.0989 -1.1 3.3 1.1 0.544
C -2.6206 0.4457 2.2489 1.5 -4.4 -1.6 -0.680
O -0.6951 -0.1191 0.8105 1.3 -0.6 -0.2 -0.833
Si 0.8736 0.6102 0.8373 -1.8 -0.1 -0.1 1.902
C 1.9253 -0.8739 0.4570 0.3 -0.1 0.1 -1.140
C 0.9179 1.7649 -0.6206 0.1 0.1 0.0 -1.146
C 1.1309 1.3936 2.4883 0.5 0.0 -0.1 -1.173
H -3.7285 -1.0314 0.2545 0.3 -0.2 0.0 0.252
H -2.2299 -1.7443 -0.4494 -0.1 0.3 0.3 0.222
H -2.7519 -2.1804 1.1918 0.0 0.1 -0.2 0.216
H -2.1227 0.0100 3.1542 0.0 0.8 -0.2 0.254
H -3.6386 -0.0118 2.2819 0.8 0.5 0.2 0.224
H 2.9885 -0.6073 0.5263 -0.1 -0.2 -0.1 0.231
H 1.7238 -1.6981 1.1519 0.1 0.2 -0.1 0.239
H 1.7168 -1.2284 -0.5626 0.1 0.1 0.3 0.240
H 1.8981 2.2654 -0.6151 -0.2 0.0 -0.1 0.232
H 0.8257 1.1870 -1.5519 0.0 0.2 0.2 0.235
H 0.1329 2.5329 -0.6039 0.2 -0.2 0.1 0.274
H 2.1993 1.6520 2.5667 -0.2 0.0 0.2 0.229
H 0.5238 2.2998 2.6327 0.1 -0.3 -0.1 0.309
H 0.8773 0.6844 3.2890 0.1 0.2 -0.1 0.243
O -5.1777 0.9935 -0.0860 0.4 0.4 0.5 -0.582
C -4.2663 1.5369 0.3823 -0.7 -0.9 -1.7 0.528
Co -2.8959 2.1532 1.2420 -0.7 -1.1 0.6 -0.001
C -2.3032 2.0154 3.1706 0.4 1.4 -1.4 0.508
O -1.3453 2.5844 3.6575 0.0 -1.2 0.6 -0.641
C -2.2382 3.5170 0.2905 1.8 0.0 -1.6 0.460
O -1.8189 4.2626 -0.4988 -0.9 -0.8 1.0 -0.572
C -5.3911 3.5304 2.3403 0.7 -2.5 0.0 0.016
C -6.6804 3.5592 1.7171 -1.0 0.2 -0.1 -0.010
C -6.7811 3.6657 0.3135 -0.6 0.0 0.2 -0.223
C -8.0389 3.7142 -0.3046 0.2 0.0 0.8 -0.195
C -9.1980 3.7290 0.4870 0.1 0.0 0.0 -0.249
C -9.0954 3.6991 1.8858 0.1 -0.1 -0.2 -0.214
C -7.8512 3.5936 2.5024 0.2 0.0 -0.6 -0.229
C -4.3398 2.8275 2.7183 -1.8 0.0 0.4 -0.306
C -3.6789 1.9407 3.7055 -1.8 0.2 2.4 -0.558
Co -4.0044 4.6619 2.5485 1.8 3.6 -1.5 -0.115
C -4.2126 5.5073 1.0269 -0.2 0.7 -0.3 0.493
O -4.3158 6.1134 0.0530 -0.1 -0.1 0.0 -0.574
C -2.2045 4.8530 2.4433 0.8 1.0 1.3 0.514
O -1.1063 5.2018 2.3786 -0.9 -0.5 -0.1 -0.577
C -4.4544 5.8043 3.8233 -0.2 0.3 1.1 0.455
O -4.6987 6.6434 4.5808 0.0 -0.1 -0.3 -0.581
H -5.8763 3.7296 -0.2839 -0.1 -0.1 0.1 0.225
H -8.1013 3.7487 -1.3920 0.0 0.0 0.3 0.207
H -10.1847 3.7803 0.0116 0.4 0.0 0.2 0.201
H -9.9907 3.7516 2.5082 0.2 0.0 -0.2 0.202
H -7.7516 3.5661 3.5860 -0.1 0.0 -0.2 0.214
H -3.7515 2.4027 4.7039 0.1 0.1 -0.1 0.219
H -4.1622 0.9452 3.8083 0.6 0.6 -0.1 0.205